Below is a structure of composition C27H36N3O4Ti, with properties calculated with the ωB97M-V functional and the def2-TZVPD basis.

Positions of all 71 atoms, in Å:
Ti (-0.35953, 0.48833, 1.00887)
C (-0.62421, -3.32547, 2.75398)
C (-1.01008, -2.17609, 1.87361)
O (-0.01582, -1.29874, 1.66142)
C (-2.29577, -2.08415, 1.36738)
C (-2.88049, -1.07008, 0.58018)
C (-4.28415, -1.20504, 0.07934)
N (-2.17379, 0.04418, 0.27593)
N (-2.78746, 1.04249, -0.43225)
C (-1.92453, 1.97811, -0.70042)
O (-0.66105, 1.88893, -0.33375)
C (-2.35823, 3.16208, -1.45859)
C (-3.68155, 3.32892, -1.87779)
C (-4.05583, 4.44222, -2.61430)
C (-3.12265, 5.41883, -2.95052)
C (-1.80742, 5.26555, -2.53187)
C (-1.43011, 4.15135, -1.79272)
H (-0.52733, -2.99835, 3.79636)
H (0.35216, -3.71814, 2.44919)
H (-1.35728, -4.13272, 2.71567)
H (-2.95173, -2.90835, 1.62219)
H (-4.74004, -2.12210, 0.45268)
H (-4.31184, -1.21602, -1.01693)
H (-4.88667, -0.34720, 0.39196)
H (-4.40152, 2.56518, -1.61091)
H (-5.08698, 4.55390, -2.92966)
H (-3.41909, 6.28674, -3.52585)
H (-1.07063, 6.02108, -2.77843)
H (-0.40940, 4.03083, -1.45322)
C (2.25150, 1.98616, -2.64601)
C (2.02070, 0.55725, -2.19594)
C (0.79469, -0.04794, -2.48314)
C (-0.21880, 0.63846, -3.36491)
C (0.49729, -1.30390, -1.95421)
C (-0.86585, -1.91236, -2.18660)
C (1.44429, -1.98167, -1.18069)
C (1.12360, -3.37508, -0.69533)
C (2.67448, -1.38069, -0.89904)
C (3.64541, -2.06403, 0.04066)
C (2.97943, -0.12837, -1.44312)
C (4.35621, 0.46649, -1.23276)
H (2.49847, 2.05633, -3.71016)
H (3.05514, 2.46586, -2.09121)
H (1.34648, 2.57243, -2.47537)
H (-1.01333, 1.09737, -2.76604)
H (-0.68813, -0.07687, -4.04089)
H (0.23008, 1.41877, -3.97643)
H (-0.89742, -2.49979, -3.11138)
H (-1.62777, -1.13598, -2.25167)
H (-1.15355, -2.56139, -1.36063)
H (0.38228, -3.33898, 0.10930)
H (2.00355, -3.89964, -0.32988)
H (0.70218, -3.97329, -1.50577)
H (4.23946, -2.83619, -0.45970)
H (3.10648, -2.53893, 0.86085)
H (4.34349, -1.35607, 0.48528)
H (4.43351, 1.04453, -0.30385)
H (4.63013, 1.12918, -2.05133)
H (5.11536, -0.31312, -1.18867)
N (1.80464, 1.13430, 1.27221)
C (2.00359, 2.02867, 2.43144)
C (1.33077, 1.45482, 3.67850)
C (-0.16937, 1.76750, 3.74180)
O (-0.60808, 2.29242, 4.75217)
O (-0.86322, 1.45634, 2.69411)
H (2.33752, 0.27444, 1.37332)
H (2.10685, 1.56814, 0.40454)
H (1.56330, 2.99200, 2.17661)
H (3.06443, 2.19572, 2.62578)
H (1.79596, 1.84772, 4.57818)
H (1.45398, 0.36574, 3.68763)

* highest occupied orbital energy (spin up / spin down): -0.0542 / -0.1483 Eh
* total charge: -1
* <S²>: 2.042
* E_tot: -2365.35150 a.u.
* energy above the lowest of the compared OMol25 structures with the same formula, charge and spin: 12.51 kcal/mol
* spin multiplicity: 3
* orbital gap (spin up / spin down): 3.9 / 6.5 eV
* LUMO energy (spin up / spin down): 2.4737 / 2.4682 eV

---

Below is a cluster of 2 separate species, C3H6Br2O2 in total, with properties calculated with the ωB97M-V functional and the def2-TZVPD basis.

Positions of all 13 atoms, in Å:
C (0.42960, 0.83416, 1.41995)
C (-0.27588, -0.19380, 0.52812)
C (-0.26200, -0.12212, -0.92601)
O (-0.93372, -1.07064, -1.63293)
O (0.00413, 1.02724, -1.50546)
Br (-2.26688, 0.06153, 1.00104)
Br (2.22721, -1.56379, -1.03416)
H (0.05096, 1.88941, 1.54019)
H (1.49802, 0.83529, 1.04844)
H (0.59229, 0.45424, 2.38250)
H (-0.05786, -1.33049, 0.77242)
H (-1.41840, -1.80698, -1.23723)
H (0.41254, 0.98595, -2.35688)

* highest occupied orbital energy: -0.3208 Eh
* E_tot: -5416.36582 a.u.
* energy above the lowest of the compared OMol25 structures with the same formula, charge and spin: 38.20 kcal/mol
* orbital gap: 7.1 eV
* LUMO energy: -1.6246 eV

---

Below is an isolated molecule of C4H7FO, with properties calculated with the ωB97M-V functional and the def2-TZVPD basis.

Positions of all 13 atoms, in Å:
C (1.25876, -0.38370, 0.56924)
C (0.19650, 0.67039, 0.28754)
C (-0.91951, 0.26749, -0.57879)
C (-2.06238, -0.25140, -0.11994)
H (1.67041, -0.24602, -1.27501)
H (0.79337, -1.22165, 1.10641)
H (2.01954, 0.13931, 1.18447)
H (-0.10571, 1.20784, 1.26694)
H (-0.63587, 0.39085, -1.60158)
H (-2.20885, -0.32496, 0.96787)
H (-2.77908, -0.80398, -0.72546)
O (1.73085, -0.97662, -0.67027)
F (1.04198, 1.53244, -0.41143)

* highest occupied orbital energy: -0.3740 Eh
* SMILES string: C=C[C@H](F)CO
* E_tot: -331.66114 a.u.
* energy above the lowest of the compared OMol25 structures with the same formula, charge and spin: 30.25 kcal/mol
* orbital gap: 11.2 eV
* LUMO energy: 1.0152 eV

---

Below is a cluster of 3 separate species, H6O3 in total, with properties calculated with the ωB97M-V functional and the def2-TZVPD basis.

Positions of all 9 atoms, in Å:
O (21.99432, 7.03392, -25.59548)
H (22.38075, 6.37507, -26.17240)
H (21.33264, 6.55636, -25.09513)
O (23.67089, 5.20388, -27.86346)
H (24.59896, 5.43540, -27.89970)
H (23.66429, 4.27299, -27.64069)
O (22.96102, 7.27786, -29.59041)
H (23.12067, 6.69251, -28.85007)
H (23.75312, 7.81207, -29.64913)

* highest occupied orbital energy (spin up / spin down): 0.0291 / -0.2571 Eh
* total charge: -1
* <S²>: 0.750
* E_tot: -229.28034 a.u.
* energy above the lowest of the compared OMol25 structures with the same formula, charge and spin: 2.92 kcal/mol
* spin multiplicity: 2
* orbital gap (spin up / spin down): 3.5 / 11.2 eV
* LUMO energy (spin up / spin down): 4.3062 / 4.2485 eV